A:
ORCA calculation (the ωB97M-V functional and the def2-TZVPD basis) on 2 unconnected molecules or ions with the total composition C10H16.

The structure (SMILES) is Cc1ccccc1.CCC. As for the HOMO energy: -8.86 eV. Its spin multiplicity is 1. As for the orbital gap: 0.361 hartree. Its net charge is 0.

Positions of all 26 atoms, in Å:
C: -1.701 -1.274 2.347
C: -0.336 -1.656 1.752
C: 0.371 -2.687 2.395
C: 1.659 -3.028 1.928
C: 2.183 -2.290 0.880
C: 1.547 -1.083 0.465
C: 0.248 -0.698 0.843
H: -2.081 -0.426 1.837
H: -1.793 -0.661 3.225
H: -2.357 -2.132 2.542
H: 0.038 -3.255 3.352
H: 2.095 -3.873 2.397
H: 3.109 -2.599 0.462
H: 2.071 -0.370 -0.252
H: -0.168 0.131 0.371
C: -0.546 2.035 -3.507
C: -1.058 2.395 -2.075
C: 0.121 2.672 -1.151
H: 0.582 2.127 -3.565
H: -0.698 2.749 -4.281
H: -0.965 1.048 -3.812
H: -1.714 3.258 -2.046
H: -1.594 1.475 -1.559
H: 0.403 3.744 -1.325
H: -0.321 2.547 -0.148
H: 0.901 1.852 -1.075



B:
ORCA calculation (the ωB97M-V functional and the def2-TZVPD basis) on 2 unconnected molecules or ions with the total composition C10H16.

The structure (SMILES) is Cc1ccccc1.CCC. As for the HOMO energy: -9.03 eV. Its spin multiplicity is 1. As for the orbital gap: 0.369 hartree. Its net charge is 0.

Positions of all 26 atoms, in Å:
C: 0.948 2.612 0.138
C: 0.052 1.763 1.022
C: -1.276 2.074 1.181
C: -2.080 1.218 1.945
C: -1.503 0.155 2.593
C: -0.151 -0.185 2.431
C: 0.621 0.638 1.641
H: 1.678 3.144 0.754
H: 0.348 3.293 -0.464
H: 1.571 1.983 -0.508
H: -1.759 2.950 0.768
H: -3.104 1.506 2.150
H: -2.125 -0.551 3.138
H: 0.070 -1.159 2.838
H: 1.675 0.497 1.424
C: -0.191 -2.096 -0.847
C: 0.464 -2.365 -2.190
C: 1.044 -1.104 -2.821
H: 0.261 -1.265 -0.308
H: -1.243 -1.828 -0.973
H: -0.227 -2.949 -0.159
H: 1.339 -2.989 -2.018
H: -0.155 -2.998 -2.825
H: 0.299 -0.345 -3.028
H: 1.815 -0.708 -2.150
H: 1.629 -1.290 -3.732



Stability check: which of them is least stable? A.



A:
ORCA calculation (the ωB97M-V functional and the def2-TZVPD basis) on 2 unconnected molecules or ions with the total composition C10H16.

The structure (SMILES) is CCc1ccccc1.CC. As for the HOMO energy: -8.94 eV. Its spin multiplicity is 1. As for the orbital gap: 0.366 hartree. Its net charge is 0.

Positions of all 26 atoms, in Å:
C: -0.940 -3.133 -0.658
C: 0.165 -2.528 0.197
C: -0.231 -1.186 0.790
C: -1.543 -0.893 1.113
C: -1.820 0.388 1.604
C: -0.879 1.384 1.618
C: 0.461 1.033 1.439
C: 0.780 -0.249 1.039
H: -1.381 -2.475 -1.400
H: -1.623 -3.650 -0.023
H: -0.560 -3.983 -1.228
H: 0.410 -3.157 1.057
H: 1.100 -2.491 -0.343
H: -2.332 -1.577 0.840
H: -2.814 0.613 1.973
H: -1.191 2.403 1.808
H: 1.278 1.683 1.710
H: 1.810 -0.412 0.749
C: 0.918 2.974 -1.305
C: 1.336 1.590 -1.752
H: 0.938 3.190 -0.230
H: 1.717 3.656 -1.609
H: -0.104 3.248 -1.540
H: 0.918 0.734 -1.236
H: 2.413 1.398 -1.786
H: 1.173 1.440 -2.827



B:
ORCA calculation (the ωB97M-V functional and the def2-TZVPD basis) on 2 unconnected molecules or ions with the total composition C10H16.

The structure (SMILES) is Cc1ccccc1.CCC. As for the HOMO energy: -9.02 eV. Its spin multiplicity is 1. As for the orbital gap: 0.369 hartree. Its net charge is 0.

Positions of all 26 atoms, in Å:
C: -3.835 -0.689 0.825
C: -2.390 -0.900 0.478
C: -2.117 -1.373 -0.798
C: -0.839 -1.823 -1.120
C: 0.168 -1.832 -0.178
C: -0.155 -1.473 1.133
C: -1.395 -0.918 1.464
H: -4.448 -1.480 0.385
H: -4.206 0.287 0.495
H: -4.142 -0.771 1.871
H: -2.938 -1.484 -1.493
H: -0.724 -2.186 -2.135
H: 1.173 -2.166 -0.389
H: 0.560 -1.482 1.944
H: -1.613 -0.536 2.450
C: 2.847 3.546 -1.143
C: 3.068 2.030 -1.026
C: 3.277 1.639 0.422
H: 3.685 4.103 -0.703
H: 2.029 3.808 -0.469
H: 2.709 3.902 -2.159
H: 2.236 1.592 -1.562
H: 3.974 1.765 -1.581
H: 2.451 1.886 1.083
H: 3.670 0.631 0.559
H: 4.138 2.207 0.799



C:
ORCA calculation (the ωB97M-V functional and the def2-TZVPD basis) on 2 unconnected molecules or ions with the total composition C10H16.

The structure (SMILES) is Cc1ccccc1.CCC. As for the HOMO energy: -8.91 eV. Its spin multiplicity is 1. As for the orbital gap: 0.363 hartree. Its net charge is 0.

Positions of all 26 atoms, in Å:
C: -0.736 1.469 2.976
C: -0.582 0.232 2.210
C: -1.717 -0.235 1.450
C: -1.520 -1.382 0.539
C: -0.330 -2.102 0.491
C: 0.622 -1.702 1.419
C: 0.482 -0.578 2.292
H: -0.742 2.221 2.202
H: -0.115 1.900 3.842
H: -1.805 1.608 3.391
H: -2.668 0.243 1.484
H: -2.488 -1.609 -0.048
H: -0.218 -2.874 -0.270
H: 1.575 -2.291 1.466
H: 1.364 -0.406 2.874
C: 1.709 0.444 -1.534
C: 0.971 0.106 -2.760
C: -0.300 0.932 -3.027
H: 1.780 1.557 -1.449
H: 2.826 -0.022 -1.414
H: 1.219 0.125 -0.569
H: 1.734 0.215 -3.564
H: 0.773 -1.040 -2.614
H: -0.968 0.195 -3.576
H: -0.738 1.255 -2.136
H: -0.130 1.735 -3.676



Stability check: which of them is least stable? C.



A:
ORCA calculation (the ωB97M-V functional and the def2-TZVPD basis) on 2 unconnected molecules or ions with the total composition C3H8N3S.

As for the HOMO energy: -13.24 eV. Its spin multiplicity is 1. As for the orbital gap: 0.283 hartree. Its net charge is +1.

Positions of all 15 atoms, in Å:
C: -0.247 0.774 -0.052
C: 0.978 -0.707 -1.599
C: -0.807 0.742 -2.341
N: 1.080 -1.267 -0.311
N: -0.091 0.364 -1.404
N: 0.024 0.549 3.109
S: 0.396 -0.375 0.914
H: 1.836 -0.078 -1.932
H: 0.490 -1.299 -2.369
H: 0.516 1.517 3.009
H: -0.487 0.468 -3.276
H: -1.394 1.607 -2.102
H: 1.197 -2.232 -0.294
H: -0.963 0.843 3.009
H: 0.095 -0.033 3.821



B:
ORCA calculation (the ωB97M-V functional and the def2-TZVPD basis) on 2 unconnected molecules or ions with the total composition C3H8N3S.

As for the HOMO energy: -12.96 eV. Its spin multiplicity is 1. As for the orbital gap: 0.322 hartree. Its net charge is +1.

Positions of all 15 atoms, in Å:
C: 1.790 1.062 0.802
C: 0.777 1.093 -0.113
C: 1.478 -1.085 1.851
N: 1.869 -0.018 1.584
N: 1.142 -2.256 2.285
N: -2.331 0.686 -2.346
S: -0.202 -0.319 -0.256
H: 2.454 1.926 1.070
H: -0.727 -0.085 -1.470
H: 0.521 2.064 -0.696
H: 0.315 -2.292 3.024
H: 1.074 -3.060 1.735
H: -2.756 1.607 -2.099
H: -3.101 0.078 -2.003
H: -2.304 0.601 -3.369



Stability check: which of them is least stable? A.



A:
ORCA calculation (the ωB97M-V functional and the def2-TZVPD basis) on a gas-phase ion, C6H13N (charge +1).

As for the HOMO energy (alpha / beta): -15.72 / -16.35 eV. Its spin multiplicity is 2. As for the orbital gap (alpha / beta): 0.479 / 0.350 hartree. Its net charge is +1.

Positions of all 20 atoms, in Å:
C: -0.603 -0.666 1.105
N: 0.265 0.020 0.071
C: 1.260 -0.522 -0.900
C: 2.644 -0.696 -0.281
C: -0.574 1.063 -0.627
C: -1.694 1.329 0.378
C: -1.989 -0.145 0.794
H: -0.166 -0.448 2.084
H: -0.357 -1.719 0.948
H: 0.783 -1.364 -1.418
H: 1.303 0.160 -1.743
H: 2.753 -1.643 0.249
H: 3.252 -0.754 -1.190
H: 2.987 0.092 0.380
H: -0.018 1.975 -0.817
H: -0.782 0.613 -1.605
H: -1.322 1.923 1.209
H: -2.588 1.652 -0.146
H: -2.715 -0.256 1.596
H: -2.440 -0.614 -0.087



B:
ORCA calculation (the ωB97M-V functional and the def2-TZVPD basis) on a gas-phase ion, C6H13N (charge +1).

As for the HOMO energy (alpha / beta): -15.50 / -16.04 eV. Its spin multiplicity is 2. As for the orbital gap (alpha / beta): 0.465 / 0.330 hartree. Its net charge is +1.

Positions of all 20 atoms, in Å:
C: 1.987 -1.748 -0.208
C: 0.769 -1.159 -1.026
N: -0.212 -0.504 -0.117
C: 0.131 0.235 1.147
C: -0.790 1.544 1.283
C: -1.646 1.564 -0.110
C: -1.260 0.225 -0.838
H: 1.898 -2.017 0.815
H: 2.692 -0.930 -0.078
H: 2.504 -2.575 -0.646
H: 1.164 -0.463 -1.838
H: 0.181 -1.956 -1.554
H: 1.239 0.363 1.096
H: -0.125 -0.438 2.010
H: -1.354 1.425 2.253
H: -0.091 2.363 1.442
H: -1.196 2.315 -0.759
H: -2.753 1.719 -0.036
H: -2.171 -0.468 -0.967
H: -0.967 0.505 -1.869



C:
ORCA calculation (the ωB97M-V functional and the def2-TZVPD basis) on a gas-phase ion, C6H13N (charge +1).

As for the HOMO energy (alpha / beta): -13.70 / -13.60 eV. Its spin multiplicity is 2. As for the orbital gap (alpha / beta): 0.336 / 0.198 hartree. Its net charge is +1.

Positions of all 20 atoms, in Å:
C: -0.687 -0.423 -1.543
C: -0.205 -1.412 -0.464
C: -0.297 -0.826 1.003
C: 0.513 0.366 1.223
C: 0.209 1.630 0.708
C: 1.189 2.701 0.550
N: -1.096 -2.540 -0.455
H: -0.596 -0.990 -2.474
H: -0.017 0.435 -1.626
H: -1.714 -0.103 -1.395
H: 0.860 -1.537 -0.625
H: -1.336 -0.594 1.270
H: 0.020 -1.602 1.709
H: 1.473 0.214 1.708
H: -0.754 1.817 0.240
H: 0.703 3.663 0.755
H: 1.569 2.804 -0.468
H: 2.056 2.591 1.208
H: -0.667 -3.296 0.074
H: -1.225 -2.898 -1.397



D:
ORCA calculation (the ωB97M-V functional and the def2-TZVPD basis) on 2 unconnected molecules or ions with the total composition C6H13N.

As for the HOMO energy (alpha / beta): -13.79 / -14.46 eV. Its spin multiplicity is 2. As for the orbital gap (alpha / beta): 0.253 / 0.273 hartree. Its net charge is +1.

Positions of all 20 atoms, in Å:
C: -1.858 0.433 -0.633
C: -1.157 1.388 0.298
C: -0.635 0.723 1.603
C: 0.602 -0.220 1.471
N: 2.268 -0.774 -1.834
C: 1.376 -1.147 -0.732
C: 1.260 -0.076 0.222
H: -1.234 -0.513 -0.786
H: -2.801 0.040 -0.347
H: -1.980 0.831 -1.682
H: -0.264 1.920 -0.162
H: -1.835 2.195 0.558
H: -1.490 0.113 1.936
H: -0.434 1.522 2.344
H: -0.191 -2.238 1.218
H: 0.113 -1.314 1.634
H: 2.164 -0.986 -2.818
H: 3.143 -0.532 -1.656
H: 1.364 -2.257 -0.503
H: 1.586 0.892 -0.132



Stability check: which of them is least stable? D.



A:
ORCA calculation (the ωB97M-V functional and the def2-TZVPD basis) on a gas-phase ion, C6H13N (charge +1).

As for the HOMO energy (alpha / beta): -13.95 / -14.99 eV. Its spin multiplicity is 2. As for the orbital gap (alpha / beta): 0.373 / 0.305 hartree. Its net charge is +1.

Positions of all 20 atoms, in Å:
C: -3.381 0.587 0.792
C: -2.027 0.318 1.175
C: -1.129 -0.220 0.181
C: 0.177 0.195 -0.096
N: 0.974 -0.673 -0.807
C: 2.330 -0.874 -0.273
C: 3.222 0.063 -1.184
H: -3.425 1.561 0.173
H: -4.042 0.672 1.575
H: -3.859 -0.119 0.049
H: -1.597 1.240 1.746
H: -2.114 -0.408 2.033
H: -1.651 -0.869 -0.484
H: 0.638 1.205 0.276
H: 0.630 -1.268 -1.495
H: 2.540 -1.951 -0.198
H: 2.303 -0.421 0.741
H: 3.277 -0.211 -2.250
H: 2.885 1.095 -1.159
H: 4.248 0.077 -0.793



B:
ORCA calculation (the ωB97M-V functional and the def2-TZVPD basis) on a molecular structure, C6H13N.

As for the HOMO energy (alpha / beta): -13.20 / -13.19 eV. Its spin multiplicity is 2. As for the orbital gap (alpha / beta): 0.260 / 0.230 hartree. Its net charge is +1.

Positions of all 20 atoms, in Å:
C: 0.885 2.464 -0.828
C: 0.229 1.078 -0.499
C: 0.712 0.406 0.738
C: 0.085 -1.051 0.865
C: -0.176 -2.918 0.472
C: -0.261 -1.810 -0.403
N: -1.333 1.388 -0.497
H: 1.968 2.320 -0.992
H: 0.372 2.761 -1.722
H: 0.749 3.189 0.021
H: 0.236 0.368 -1.321
H: 1.847 0.365 0.525
H: 0.497 0.981 1.725
H: -0.872 -0.700 1.305
H: 0.691 -1.461 1.740
H: 0.681 -3.532 0.553
H: -1.076 -3.367 0.994
H: -1.171 -1.622 -0.896
H: -1.657 1.309 0.515
H: -1.776 0.665 -1.049



C:
ORCA calculation (the ωB97M-V functional and the def2-TZVPD basis) on a gas-phase ion, C6H13N (charge +1).

As for the HOMO energy (alpha / beta): -14.10 / -15.80 eV. Its spin multiplicity is 2. As for the orbital gap (alpha / beta): 0.383 / 0.331 hartree. Its net charge is +1.

Positions of all 20 atoms, in Å:
C: -0.346 -3.072 1.891
C: -0.855 -2.245 0.722
C: -0.625 -0.796 0.787
C: 0.108 -0.094 -0.149
N: 0.025 1.225 -0.291
C: 1.009 1.989 -1.040
C: 0.441 3.210 -1.730
H: -1.066 -3.303 2.672
H: 0.105 -4.009 1.570
H: 0.489 -2.580 2.398
H: -1.921 -2.380 0.559
H: -0.475 -2.650 -0.216
H: -0.843 -0.377 1.771
H: 0.732 -0.616 -0.870
H: -0.931 1.530 -0.133
H: 1.870 2.234 -0.420
H: 1.367 1.310 -1.825
H: 0.180 3.964 -0.993
H: -0.460 3.051 -2.309
H: 1.197 3.611 -2.396



Stability check: which of them is least stable? B.



A:
ORCA calculation (the ωB97M-V functional and the def2-TZVPD basis) on a molecular structure, C3H4N3.

As for the HOMO energy (alpha / beta): -15.94 / -15.93 eV. Its spin multiplicity is 1. As for the orbital gap (alpha / beta): 0.306 / 0.306 hartree. Its net charge is +1.

Positions of all 10 atoms, in Å:
C: 0.349 0.524 -1.514
C: -0.247 -0.162 0.694
C: -0.697 0.339 1.825
N: -0.305 1.173 -0.685
N: 0.534 -0.963 -1.142
N: 0.299 -1.150 0.082
H: 0.764 0.735 -2.427
H: -0.344 0.035 2.903
H: -1.373 1.119 1.899
H: 1.020 -1.650 -1.635



B:
ORCA calculation (the ωB97M-V functional and the def2-TZVPD basis) on a molecular structure, C3H4N3.

As for the HOMO energy (alpha / beta): -16.59 / -16.60 eV. Its spin multiplicity is 1. As for the orbital gap (alpha / beta): 0.269 / 0.269 hartree. Its net charge is +1.

Positions of all 10 atoms, in Å:
C: 0.485 -1.088 -0.063
C: 0.109 0.153 -0.008
C: -1.370 0.561 -0.015
N: 2.436 -0.730 -0.039
N: 1.138 1.108 -0.100
N: 2.083 0.363 -0.008
H: 0.073 -2.075 0.212
H: -1.897 -0.314 -0.166
H: -1.456 1.225 -0.845
H: -1.601 0.797 1.030



Stability check: which of them is least stable? B.



A:
ORCA calculation (the ωB97M-V functional and the def2-TZVPD basis) on a molecular structure, C19H15N3O7SV.

As for the HOMO energy (alpha / beta): -9.28 / -9.43 eV. Its spin multiplicity is 2. As for the orbital gap (alpha / beta): 0.270 / 0.286 hartree. Its net charge is 0.

Positions of all 46 atoms, in Å:
V: -0.033 0.008 0.026
C: -1.195 1.305 8.127
C: -0.587 1.226 6.754
C: -0.459 -0.003 6.106
C: 0.068 -0.075 4.822
C: 0.455 1.091 4.180
C: 0.338 2.325 4.808
C: -0.193 2.389 6.090
S: 1.125 1.019 2.507
O: 1.575 -0.351 2.394
O: 2.195 1.993 2.550
N: -0.066 1.449 1.498
C: -1.378 0.579 1.528
C: -2.310 1.097 2.403
C: -3.552 0.483 2.583
C: -3.907 -0.647 1.878
C: -3.022 -1.181 0.956
N: -1.834 -0.665 0.720
H: -1.040 0.376 8.678
H: -2.268 1.492 8.053
H: -0.738 2.107 8.709
H: -0.770 -0.918 6.597
H: 0.165 -1.028 4.315
H: 0.655 3.224 4.293
H: -0.294 3.355 6.571
H: -2.080 1.987 2.975
H: -4.245 0.906 3.300
H: -4.870 -1.112 2.037
H: -3.266 -2.062 0.375
O: -0.108 0.592 -1.480
O: 3.311 -2.385 -0.221
C: 2.525 -1.486 -0.472
O: 1.416 -1.272 0.161
C: 2.890 -0.549 -1.615
C: 4.073 -0.741 -2.324
C: 4.423 0.094 -3.374
C: 3.590 1.143 -3.734
C: 2.406 1.351 -3.036
C: 2.050 0.506 -1.974
N: 1.564 2.482 -3.456
O: 0.533 2.709 -2.868
O: 1.964 3.151 -4.390
H: 4.722 -1.563 -2.042
H: 5.348 -0.078 -3.909
H: 3.874 1.788 -4.554
H: 1.082 0.629 -1.369



B:
ORCA calculation (the ωB97M-V functional and the def2-TZVPD basis) on a molecular structure, C19H15N3O7SV.

As for the HOMO energy (alpha / beta): -9.53 / -9.57 eV. Its spin multiplicity is 2. As for the orbital gap (alpha / beta): 0.329 / 0.333 hartree. Its net charge is 0.

Positions of all 46 atoms, in Å:
V: -2.626 0.569 -0.785
C: 4.256 -4.584 -0.998
C: 3.177 -3.613 -0.606
C: 3.266 -2.269 -0.958
C: 2.262 -1.374 -0.619
C: 1.159 -1.834 0.081
C: 1.052 -3.167 0.460
C: 2.060 -4.047 0.110
S: -0.153 -0.730 0.471
O: 0.310 0.612 0.197
O: -0.669 -1.034 1.770
N: -1.354 -1.067 -0.594
C: -1.082 -1.033 -1.960
C: -0.309 -1.910 -2.723
C: -0.276 -1.710 -4.087
C: -1.004 -0.676 -4.679
C: -1.758 0.139 -3.870
N: -1.772 -0.039 -2.545
H: 5.208 -4.076 -1.150
H: 3.997 -5.091 -1.930
H: 4.392 -5.350 -0.235
H: 4.137 -1.916 -1.497
H: 2.326 -0.328 -0.885
H: 0.191 -3.496 1.027
H: 1.989 -5.086 0.407
H: 0.222 -2.722 -2.251
H: 0.311 -2.375 -4.708
H: -0.990 -0.520 -5.747
H: -2.357 0.953 -4.256
O: -4.089 0.053 -0.790
O: -2.064 4.390 -0.709
C: -2.010 3.504 0.104
O: -2.325 2.250 -0.183
C: -1.605 3.737 1.527
C: -1.159 5.010 1.872
C: -0.759 5.287 3.169
C: -0.811 4.297 4.138
C: -1.272 3.045 3.776
C: -1.663 2.737 2.488
N: -1.361 1.997 4.811
O: -1.957 0.981 4.530
O: -0.843 2.228 5.887
H: -1.131 5.769 1.102
H: -0.408 6.276 3.429
H: -0.508 4.478 5.158
H: -1.997 1.738 2.254



Stability check: which of them is least stable? A.